Computed, not measured: 5 unconnected molecules or ions with the total composition C24H34N2O13 in a non-equilibrium geometry, with ωB97M-V/def2-TZVPD.

Computed properties:
structure (SMILES)	O=[N+]([O-])c1ccccc1.O=[N+]([O-])c1ccccc1.CCOC(=O)OC.CCOC(=O)OC.CCOC(=O)OC
maximum force	0.11159	Eh/bohr
2S+1	1
orbital gap	9.2	eV
energy relative to the best compared isomer or geometry (same formula, charge and spin)	21.8	kcal/mol
DFT total energy	-55028.592	eV
HOMO	-9.9	eV

XYZ file:
```
73
C24H34N2O13 (ωB97M-V/def2-TZVPD)
C 4.092 3.223 8.552
C 2.921 4.150 8.873
O 1.893 3.924 7.915
C 0.733 4.596 7.970
O 0.262 5.350 8.853
O 0.242 4.318 6.725
C -1.037 4.859 6.261
H 4.621 2.795 9.404
H 4.904 3.727 8.027
H 3.793 2.293 8.069
H 3.156 5.207 8.995
H 2.584 3.866 9.870
H -1.232 4.475 5.259
H -0.940 5.905 5.971
H -1.940 4.810 6.869
C 5.222 3.972 -11.456
C 3.695 4.181 -11.668
O 3.182 2.895 -11.797
C 1.939 2.605 -11.555
O 1.034 3.351 -11.227
O 1.804 1.267 -11.725
C 0.515 0.692 -11.470
H 5.345 3.426 -10.521
H 5.708 4.912 -11.191
H 5.698 3.513 -12.323
H 3.537 4.729 -12.597
H 3.153 4.743 -10.906
H 0.395 -0.083 -12.227
H -0.260 1.443 -11.618
H 0.584 0.176 -10.512
C -2.965 0.176 -1.643
C -2.622 1.305 -2.487
O -1.261 1.288 -2.834
C -0.792 0.349 -3.742
O -1.568 -0.342 -4.440
O 0.462 0.216 -3.615
C 1.309 -0.579 -4.420
H -2.285 0.110 -0.793
H -2.873 -0.751 -2.209
H -4.034 0.150 -1.434
H -2.712 2.199 -1.871
H -3.212 1.268 -3.402
H 1.156 -1.656 -4.347
H 2.361 -0.394 -4.203
H 1.077 -0.251 -5.433
C 3.681 -2.175 2.787
C 2.582 -1.321 2.714
C 2.753 0.032 2.385
C 4.001 0.568 2.115
C 5.088 -0.334 2.009
C 4.948 -1.637 2.439
N 4.184 1.978 1.933
O 3.209 2.671 1.603
O 5.289 2.401 2.324
H 3.534 -3.227 2.981
H 1.615 -1.657 3.057
H 1.918 0.697 2.547
H 5.970 0.173 1.645
H 5.683 -2.411 2.278
C -8.438 -7.613 6.543
C -7.144 -8.194 6.456
C -6.309 -8.057 5.316
C -6.724 -7.305 4.208
C -8.111 -6.859 4.231
C -8.927 -7.034 5.423
N -5.888 -7.189 2.945
O -6.538 -6.771 1.995
O -4.653 -7.446 2.916
H -8.932 -7.801 7.485
H -6.753 -8.654 7.352
H -5.324 -8.473 5.471
H -8.480 -6.239 3.427
H -9.880 -6.528 5.468
```

Löwdin atomic charge list, values in e, 2 entries: -0.0645 -0.2092

=====

Computed, not measured: a molecular structure, C4H16AgClN4O4 in a non-equilibrium geometry, with ωB97M-V/def2-TZVPD.

Computed properties:
maximum force	0.14474	Eh/bohr
2S+1	3
charge	+2
orbital gap (alpha / beta)	7.0 / 3.4	eV
DFT total energy	-35057.105	eV
HOMO (alpha / beta)	-15.1 / -15.1	eV

XYZ file:
```
30
C4H16AgClN4O4 (ωB97M-V/def2-TZVPD)
Ag -0.920 -1.871 2.968
Cl 0.431 -0.512 1.018
C -1.772 -0.023 -1.914
O -2.020 -0.667 -3.204
H -2.366 -0.394 -1.078
H -0.700 -0.100 -1.729
H -1.989 1.045 -1.929
H -2.854 -0.508 -3.651
C 2.141 2.487 2.761
O 2.272 1.170 3.109
H 2.471 2.660 1.736
H 1.302 3.115 3.059
H 2.978 2.976 3.259
H 1.493 0.756 2.731
C -1.047 3.119 0.844
O -1.832 4.061 0.904
N -0.049 2.853 0.017
N -1.397 1.992 1.436
H 0.198 3.584 -0.635
H 0.226 1.892 -0.133
H -2.163 2.107 2.085
H -0.821 1.200 1.190
C 1.276 -3.895 -1.374
O 2.150 -3.983 -0.621
N 0.467 -2.846 -1.488
N 0.825 -4.867 -2.067
H 0.864 -2.091 -0.947
H -0.430 -2.916 -1.948
H -0.096 -4.621 -2.400
H 1.360 -5.721 -2.000
```

Löwdin atomic charge list, values in e, 2 entries: 0.7234 -0.0159

=====

Computed, not measured: 2 unconnected molecules or ions with the total composition C4H12NS2 in a non-equilibrium geometry, with ωB97M-V/def2-TZVPD.

Computed properties:
maximum force	0.09424	Eh/bohr
2S+1	1
charge	+1
orbital gap	9.0	eV
energy relative to the best compared isomer or geometry (same formula, charge and spin)	69.8	kcal/mol
DFT total energy	-27493.955	eV
HOMO	-13.8	eV

XYZ file:
```
19
C4H12NS2 (ωB97M-V/def2-TZVPD)
C 3.278 0.234 -0.285
C -2.308 -1.465 -0.265
C 1.841 -0.033 0.086
C -0.733 1.102 -0.405
N -1.783 -0.589 0.838
S -1.883 2.372 -0.266
S 0.816 1.533 0.148
H 3.929 -0.604 -0.139
H 3.561 0.368 -1.451
H 3.689 1.077 0.173
H -2.498 -1.137 -1.218
H -1.482 -2.186 -0.428
H -3.349 -1.855 0.030
H 1.947 -0.293 1.217
H 1.334 -0.873 -0.448
H -0.941 0.232 -0.972
H -2.570 -0.124 1.301
H -1.454 -1.212 1.664
H -1.392 3.455 0.421
```

Löwdin atomic charge list, values in e, 2 entries: -0.1815 -0.1360